# 1
# C48H113AsF6N2O3P2

A molecular structure, C48H113AsF6N2O3P2 at a distorted geometry (wB97M-V/def2-TZVPD, OMol25).

Last column: Löwdin charge in e.
CARTESIAN COORDINATES (ANGSTROEM)
1 O 1.8916 -0.1792 -0.0506  -0.436
2 H 1.6545 -0.9653 -0.5800  -0.151
3 C 4.4137 0.6110 5.0214  -0.115
4 C 3.6744 0.7127 3.7430  -0.277
5 C 3.0235 2.0799 3.5242  -0.222
6 C 2.1470 2.2647 2.2556  -0.252
7 P 3.0979 2.8370 0.8668  1.070
8 C 4.5339 1.8214 0.2916  -0.263
9 C 5.5280 2.3694 -0.6816  -0.276
10 C 6.5076 1.3779 -1.1285  -0.251
11 C 6.0446 0.3080 -2.1275  -0.092
12 C 3.9664 4.4079 1.3833  -0.246
13 C 3.1787 5.3760 2.2365  -0.303
14 C 3.8410 6.7041 2.4912  -0.264
15 C 2.9034 7.6690 3.2751  -0.073
16 C 1.9520 3.1812 -0.5376  -0.254
17 C 0.6940 4.0021 -0.2638  -0.224
18 C -0.6079 3.6779 -1.0736  -0.227
19 C -1.9336 4.0643 -0.4309  -0.102
20 H 5.2331 -0.0960 4.8912  0.076
21 H 3.8644 0.1622 5.8491  0.082
22 H 4.9562 1.4941 5.3589  0.086
23 H 2.9579 -0.1060 3.6755  0.101
24 H 4.4138 0.5392 2.9611  0.093
25 H 3.7577 2.8786 3.6302  0.095
26 H 2.3575 2.2259 4.3747  0.120
27 H 1.3659 3.0184 2.3545  0.085
28 H 1.7469 1.3168 1.8958  0.075
29 H 4.1893 0.8232 0.0214  0.074
30 H 5.0365 1.7736 1.2576  0.084
31 H 5.9921 3.2676 -0.2741  0.115
32 H 4.9165 2.7611 -1.4945  0.102
33 H 6.8336 0.8308 -0.2439  0.118
34 H 7.3865 1.8352 -1.5829  0.122
35 H 6.8645 -0.3747 -2.3507  0.076
36 H 5.8421 0.7754 -3.0911  0.078
37 H 5.1998 -0.2935 -1.7918  0.051
38 H 4.3388 4.8339 0.4517  0.098
39 H 4.8474 4.2513 2.0057  0.107
40 H 2.9518 4.9877 3.2294  0.110
41 H 2.1779 5.6379 1.8932  0.098
42 H 4.0467 7.0686 1.4847  0.109
43 H 4.8039 6.5333 2.9726  0.114
44 H 2.9171 7.3341 4.3123  0.075
45 H 1.9134 7.5055 2.8492  0.069
46 H 3.2611 8.6981 3.2440  0.078
47 H 1.6481 2.2327 -0.9806  0.058
48 H 2.5060 3.6852 -1.3294  0.090
49 H 0.9995 5.0482 -0.2456  0.112
50 H 0.3879 3.8924 0.7766  0.080
51 H -0.7451 2.6280 -1.3323  0.085
52 H -0.4527 4.1413 -2.0479  0.109
53 H -2.1335 3.5782 0.5240  0.060
54 H -2.7611 3.9758 -1.1349  0.055
55 H -2.1151 5.1006 -0.1459  0.079
56 C -2.7885 1.8695 3.2011  -0.102
57 C -2.8033 0.3887 2.8482  -0.234
58 C -4.1747 -0.1064 2.2508  -0.211
59 C -4.4433 0.4583 0.8868  -0.298
60 P -6.0731 0.0701 0.1578  1.072
61 C -7.3508 0.9419 1.1401  -0.230
62 C -7.0440 2.4417 1.3684  -0.250
63 C -8.0653 3.1830 2.2577  -0.262
64 C -7.6072 4.5982 2.6356  -0.097
65 C -5.7905 0.5900 -1.6305  -0.199
66 C -5.3865 2.1189 -1.8352  -0.214
67 C -4.6908 2.3420 -3.1670  -0.289
68 C -3.3755 1.6759 -3.3744  -0.115
69 C -6.1269 -1.7375 0.2051  -0.281
70 C -4.9318 -2.3794 -0.4354  -0.253
71 C -4.8634 -3.8375 0.0785  -0.219
72 C -4.1940 -3.9358 1.4537  -0.100
73 H -3.2918 2.2029 4.1086  0.082
74 H -3.3473 2.4438 2.4622  0.045
75 H -1.7370 2.1519 3.2522  0.070
76 H -2.5581 -0.1240 3.7783  0.099
77 H -1.9587 0.1581 2.1989  0.099
78 H -4.9924 0.1062 2.9395  0.117
79 H -4.1373 -1.1955 2.2727  0.085
80 H -3.7202 0.1047 0.1518  0.099
81 H -4.3206 1.5399 0.8301  0.062
82 H -7.4252 0.4352 2.1023  0.103
83 H -8.2704 0.9399 0.5550  0.106
84 H -7.2393 3.0805 0.5071  0.104
85 H -5.9882 2.5909 1.5947  0.090
86 H -8.2381 2.6567 3.1964  0.106
87 H -9.0304 3.2497 1.7554  0.115
88 H -7.5961 5.1944 1.7232  0.075
89 H -6.5658 4.5823 2.9569  0.068
90 H -8.2053 5.0311 3.4376  0.082
91 H -6.6008 0.2917 -2.2958  0.103
92 H -5.0199 -0.0422 -2.0716  0.073
93 H -4.6982 2.5161 -1.0892  0.080
94 H -6.2844 2.7320 -1.7583  0.104
95 H -4.5705 3.4120 -3.3363  0.117
96 H -5.2463 1.9349 -4.0118  0.118
97 H -2.9371 2.2015 -4.2227  0.089
98 H -3.4401 0.5922 -3.4716  0.079
99 H -2.7761 1.9106 -2.4949  0.053
100 H -7.0018 -2.1145 -0.3246  0.117
101 H -6.1118 -2.0841 1.2384  0.093
102 H -3.9682 -1.9167 -0.2220  0.103
103 H -5.0751 -2.3841 -1.5159  0.110
104 H -4.4056 -4.5159 -0.6414  0.094
105 H -5.8599 -4.2793 0.0804  0.115
106 H -4.7162 -3.4560 2.2815  0.060
107 H -3.1479 -3.6480 1.5582  0.050
108 H -4.1918 -4.9451 1.8653  0.079
109 C 2.6408 1.9348 -3.9755  -0.035
110 C 2.7554 0.4477 -3.3530  -0.124
111 N 1.6189 -0.5652 -3.6980  -0.186
112 C 0.2883 0.0349 -3.1511  0.019
113 C 1.6146 -0.7009 -5.2839  -0.115
114 C 0.5109 -1.6200 -5.8251  -0.055
115 C 1.7383 -1.9278 -2.9546  -0.075
116 C 3.1687 -2.4152 -2.8371  -0.267
117 O 3.8405 -2.3816 -4.0318  -0.182
118 C 5.1352 -2.9762 -3.9535  -0.050
119 H 2.7858 2.0048 -5.0535  0.075
120 H 3.4370 2.5116 -3.5051  0.058
121 H 1.7062 2.4040 -3.6680  0.057
122 H 2.7912 0.5247 -2.2664  0.085
123 H 3.5963 -0.0229 -3.8624  0.100
124 H 0.4636 0.3790 -2.1318  0.070
125 H -0.4813 -0.7312 -3.0564  0.087
126 H 0.0979 0.8306 -3.8713  0.094
127 H 2.6112 -1.0728 -5.5217  0.120
128 H 1.4347 0.3217 -5.6154  0.107
129 H 0.9153 -2.6026 -5.5822  0.074
130 H 0.4140 -1.4145 -6.8912  0.094
131 H -0.5003 -1.5113 -5.4330  0.072
132 H 1.2612 -2.7326 -3.5140  0.114
133 H 1.3374 -1.8324 -1.9456  0.088
134 H 3.0003 -3.4626 -2.5868  0.130
135 H 3.6654 -2.0407 -1.9421  0.110
136 H 5.7745 -2.4407 -3.2516  0.072
137 H 5.5732 -2.6822 -4.9073  0.104
138 H 5.1248 -4.0300 -3.6751  0.102
139 C -0.3451 -2.7057 2.9974  -0.041
140 C 1.0081 -2.5284 2.2424  -0.116
141 N 1.4773 -3.8588 1.5803  -0.220
142 C 0.5056 -4.2962 0.4118  0.053
143 C 2.8094 -3.6200 0.9339  -0.164
144 C 4.0140 -3.3394 1.8600  -0.034
145 C 1.5101 -4.9601 2.6271  -0.093
146 C 2.1182 -6.3125 2.2682  -0.205
147 O 1.4591 -6.8662 1.1830  -0.179
148 C 1.7798 -8.1494 0.7491  -0.086
149 H -1.1002 -3.2952 2.4776  0.057
150 H -0.8915 -1.8063 3.2814  0.059
151 H -0.1902 -3.2304 3.9401  0.076
152 H 1.7968 -2.1248 2.8774  0.108
153 H 0.9565 -1.8007 1.4326  0.082
154 H -0.3506 -4.8671 0.7713  0.103
155 H 1.0056 -4.9357 -0.3155  0.097
156 H 0.2104 -3.3240 0.0172  0.088
157 H 2.6757 -2.9797 0.0619  0.105
158 H 2.9991 -4.5923 0.4793  0.116
159 H 3.9648 -2.3361 2.2831  0.059
160 H 4.9745 -3.3888 1.3469  0.090
161 H 4.1142 -3.9609 2.7498  0.079
162 H 0.4533 -5.1252 2.8371  0.124
163 H 1.8806 -4.5524 3.5677  0.139
164 H 2.1128 -6.9319 3.1651  0.142
165 H 3.1713 -6.1179 2.0653  0.120
166 H 1.7386 -8.8546 1.5791  0.094
167 H 2.7624 -8.3047 0.3034  0.092
168 H 1.1073 -8.5273 -0.0210  0.102
169 As -1.6413 -4.4237 -3.1516  0.921
170 F -0.0038 -5.2551 -2.9158  -0.310
171 F -2.2620 -5.0869 -1.5976  -0.291
172 F -3.2772 -3.7243 -3.4006  -0.300
173 F -1.2180 -3.5965 -4.6568  -0.269
174 F -2.2539 -5.7774 -4.0943  -0.254
175 F -1.0256 -2.9945 -2.2050  -0.312

Calculated values
Total charge: +2
Max |F| (hartree/bohr): 0.05791
2S+1: 1
HOMO level (hartree): -0.4452
E_LUMO (eV): -3.33

---

# 2
# C33H39FN5O10P3SV

A molecular structure, C33H39FN5O10P3SV at a distorted geometry (wB97M-V/def2-TZVPD, OMol25).

Last column: Mulliken spin population.
CARTESIAN COORDINATES (ANGSTROEM)
1 V -0.8006 1.3509 -0.9796  1.965
2 N -5.1185 1.2331 0.1341  0.000
3 C -4.4291 0.8832 -0.9937  0.007
4 S -4.7864 1.5592 -2.4493  0.005
5 N -3.3761 -0.0207 -0.8159  -0.016
6 N -2.3050 0.1775 -1.6108  0.113
7 C -1.9247 -0.8872 -2.4508  0.212
8 C -2.7650 -2.0827 -2.6042  0.014
9 C -3.7258 -2.1506 -3.5751  0.030
10 C -4.5124 -3.2643 -3.6972  0.001
11 C -4.3871 -4.3487 -2.8403  0.000
12 C -3.3705 -4.3640 -1.8195  0.001
13 C -2.5469 -3.1790 -1.7337  0.060
14 C -0.6907 -0.8568 -2.9492  0.035
15 C -0.2387 -1.9012 -3.8408  0.115
16 C 1.0691 -1.7439 -4.3271  -0.030
17 C 1.8165 -0.5997 -3.9340  0.209
18 C 1.2796 0.3029 -3.0558  -0.033
19 N 0.0578 0.2563 -2.6426  0.234
20 H -5.7985 2.0005 -0.0011  0.000
21 H -4.7599 0.9327 1.0142  0.000
22 H -3.9464 -1.3776 -4.2937  0.004
23 H -5.3297 -3.3240 -4.4513  0.000
24 H -5.0782 -5.1165 -3.0118  0.000
25 H -3.4149 -4.9948 -0.9910  0.000
26 H -1.9243 -3.1185 -0.8531  -0.014
27 H -0.7774 -2.8273 -4.0795  0.034
28 H 1.5076 -2.5174 -4.9491  -0.006
29 H 2.7705 -0.4295 -4.3780  0.012
30 H 1.8214 1.1411 -2.6968  -0.013
31 O -3.3367 0.9461 2.3847  0.000
32 P -1.9849 1.8157 2.0271  0.004
33 O -1.8770 2.9173 2.9769  -0.001
34 O -1.9852 2.1004 0.5539  0.014
35 O -0.9153 0.6439 2.3926  0.005
36 P -0.3484 -0.5522 1.3744  0.002
37 O -1.5553 -1.3533 0.9606  -0.001
38 O 0.7695 -1.2733 2.0628  -0.001
39 O 0.2394 0.4136 0.1658  0.033
40 H -3.1539 0.0486 1.9088  -0.001
41 H -3.1369 -0.1095 0.1382  0.004
42 C 0.9016 6.4737 3.9842  0.000
43 C 0.3287 5.0650 3.6467  0.000
44 C 0.4959 4.0524 4.7944  0.000
45 C 1.9056 3.5214 4.8736  0.000
46 C 2.6408 3.4210 3.5489  -0.001
47 C 3.8216 2.6951 3.4957  0.000
48 C 4.3888 2.5181 2.2404  0.001
49 F 5.5805 1.8279 2.1000  0.000
50 C 3.8483 2.8059 1.0647  -0.002
51 C 2.6651 3.5056 1.0778  0.003
52 C 1.9214 3.6665 -0.2038  0.008
53 O 2.3023 3.2893 -1.2855  0.000
54 C 0.6135 4.3595 -0.0269  -0.005
55 C 0.1942 4.7663 1.1910  -0.002
56 N 0.8644 4.5394 2.3673  -0.002
57 C 2.1144 3.8539 2.3376  0.000
58 C -0.3816 4.3252 -1.1809  0.007
59 O -0.8901 5.3599 -1.4880  0.006
60 O -0.6029 3.1585 -1.6907  -0.025
61 H 0.4835 6.8218 4.9373  0.000
62 H 0.6182 7.2007 3.1566  0.000
63 H 2.0339 6.4102 3.9122  0.000
64 H -0.7604 5.1552 3.4928  0.000
65 H -0.1698 3.2297 4.5431  0.000
66 H 0.1421 4.4450 5.7370  0.000
67 H 1.9373 2.4532 5.2517  0.000
68 H 2.4903 4.0630 5.6215  0.000
69 H 4.2436 2.1772 4.3751  0.000
70 H 4.3079 2.5358 0.1463  0.000
71 H -0.7727 5.2059 1.2290  0.000
72 C 1.5862 -6.5918 -2.2219  0.001
73 C 1.3756 -5.0637 -1.9516  0.008
74 P 2.5557 -4.3874 -0.6866  0.001
75 C 1.4777 -4.4744 0.9067  0.000
76 C -0.0633 -4.1807 0.7406  -0.001
77 C 2.4678 -2.5697 -1.2156  0.016
78 C 3.0969 -1.5466 -0.3361  0.004
79 H 1.1231 -6.9582 -3.2020  0.000
80 H 1.1843 -7.3114 -1.4356  0.000
81 H 2.6153 -6.8464 -2.3405  0.000
82 H 0.2834 -4.8988 -1.6366  -0.005
83 H 1.4721 -4.5294 -2.9655  -0.003
84 H 1.8481 -3.6695 1.5665  0.000
85 H 1.6918 -5.4111 1.4386  0.000
86 H -0.7700 -5.0427 0.5664  0.000
87 H -0.1458 -3.5356 -0.1676  0.004
88 H -0.4014 -3.5407 1.5401  0.000
89 H 1.4566 -2.3164 -1.5647  -0.013
90 H 3.0625 -2.6159 -2.1284  0.002
91 H 2.6552 -1.5232 0.6524  -0.001
92 H 2.9381 -0.5636 -0.7549  -0.001
93 H 4.1923 -1.6553 -0.1221  -0.001

Calculated values
Total charge: -2
Max |F| (hartree/bohr): 0.09682
2S+1: 4
HOMO level (spin up / spin down) (hartree): -0.0665 / -0.1219
E_LUMO (spin up / spin down) (eV): 4.23 / 4.11

---

# 3
# C4H5FO

A single C4H5FO molecule (wB97M-V/def2-TZVPD, OMol25).

Last column: natural (NBO) charge in e.
CARTESIAN COORDINATES (ANGSTROEM)
1 F -0.5730 -1.0961 -1.6965  -0.312
2 C -0.2103 -0.3647 -0.6426  0.306
3 C -0.2401 0.9625 -0.5429  0.035
4 O 0.2163 1.4234 0.6691  -0.495
5 C 0.4049 0.2653 1.5069  -0.062
6 C 0.3714 -0.9818 0.5905  -0.492
7 H -0.5706 1.7322 -1.2134  0.208
8 H 1.3467 0.3765 2.0172  0.191
9 H -0.3942 0.2568 2.2490  0.181
10 H -0.2835 -1.7903 1.0074  0.224
11 H 1.3726 -1.3849 0.3837  0.215

Calculated values
SMILES string: FC1=COCC1
Total charge: 0
Max |F| (hartree/bohr): 0.01857
2S+1: 1
HOMO level (hartree): -0.3093
E_LUMO (eV): 1.00

---

# 4
# C3H6NO2

A gas-phase ion, C3H6NO2 (charge -1) at a distorted geometry (wB97M-V/def2-TZVPD, OMol25).

Last column: natural (NBO) charge in e.
CARTESIAN COORDINATES (ANGSTROEM)
1 C 1.4191 -1.1971 0.3602  -0.711
2 C 0.9131 -0.0864 -0.5529  0.655
3 O 1.5373 0.1178 -1.6050  -0.723
4 N -0.1254 0.6182 -0.1323  -0.662
5 C -1.3631 0.0588 0.7659  0.195
6 O -2.3217 0.9044 0.8026  -0.870
7 H 1.4637 -2.1230 -0.2231  0.211
8 H 0.7928 -1.3597 1.2305  0.209
9 H 2.4167 -0.9008 0.6588  0.216
10 H -0.4583 1.3291 -0.7692  0.380
11 H -1.5085 -0.9263 0.2788  0.052
12 H -0.8440 -0.2129 1.7293  0.049

Calculated values
SMILES string: CC(=O)NC[O-]
Total charge: -1
Max |F| (hartree/bohr): 0.02290
2S+1: 1
HOMO level (hartree): -0.1189
E_LUMO (eV): 4.22

---

# 5
# C4H12N2O

A single C4H12N2O molecule at a distorted geometry (wB97M-V/def2-TZVPD, OMol25).

Last column: natural (NBO) charge in e.
CARTESIAN COORDINATES (ANGSTROEM)
1 C -1.7461 0.7234 0.0844  -0.618
2 C -0.4964 -0.1802 0.0720  -0.047
3 C 0.0389 -0.4789 -1.3652  -0.241
4 N -0.9827 -1.0921 -2.1680  -0.844
5 N 0.5109 0.4867 0.9010  -0.687
6 C 1.7749 -0.1291 1.4734  0.103
7 O 2.1491 0.7157 2.5105  -0.715
8 H -2.6668 0.3631 0.5419  0.222
9 H -2.0470 1.0116 -0.9388  0.197
10 H -1.4947 1.6939 0.5127  0.213
11 H -0.6730 -1.0653 0.6745  0.192
12 H 0.7830 -1.2709 -1.1126  0.185
13 H 0.6006 0.4301 -1.6140  0.182
14 H -1.2854 -0.4140 -2.8621  0.355
15 H -0.7726 -1.8957 -2.7390  0.370
16 H 0.8912 1.3901 0.6440  0.357
17 H 1.5987 -1.1788 1.7641  0.148
18 H 2.4778 -0.0484 0.6612  0.152
19 H 1.3398 0.9387 2.9599  0.476

Calculated values
SMILES string: C[C@@H](CN)NCO
Total charge: 0
Max |F| (hartree/bohr): 0.07166
2S+1: 1
HOMO level (hartree): -0.3130
E_LUMO (eV): 0.99

---

# 6
# C5H9FN

2 unconnected molecules or ions with the total composition C5H9FN (wB97M-V/def2-TZVPD, OMol25).

Last column: natural (NBO) charge in e.
CARTESIAN COORDINATES (ANGSTROEM)
1 C 0.9018 0.1957 2.0759  -0.427
2 C 2.0538 1.1221 1.7784  -0.402
3 C -1.9046 -0.8134 -1.2374  0.188
4 C 1.2570 0.2012 -0.5781  0.188
5 C 1.3409 0.4357 0.6996  -0.082
6 N -2.1008 -0.9090 -2.4923  -0.602
7 F 0.2923 -0.6698 -1.0909  -0.383
8 H 1.1046 -0.7741 2.5054  0.241
9 H -0.0258 0.6345 2.4133  0.232
10 H 1.8857 2.1851 1.8967  0.239
11 H 3.0642 0.8151 2.0009  0.244
12 H -1.8098 -1.7036 -0.6269  0.242
13 H -1.9514 0.1499 -0.7464  0.238
14 H 1.8597 0.5997 -1.3752  0.200
15 H -2.0846 -1.8091 -2.9690  0.442
16 H -2.2132 -0.0923 -3.0914  0.442

Calculated values
Total charge: +1
Max |F| (hartree/bohr): 0.00858
2S+1: 1
HOMO level (hartree): -0.4885
E_LUMO (eV): -4.75